{"formula": "C34H45CsFN5O9S4Si", "method": "ωB97M-V with the def2-TZVPD basis set", "elements": ["Cs", "C", "Si", "C", "C", "N", "C", "C", "C", "C", "C", "C", "F", "H", "H", "H", "H", "H", "H", "H", "H", "H", "H", "H", "H", "H", "C", "C", "S", "C", "C", "S", "C", "C", "S", "H", "H", "H", "H", "H", "H", "H", "H", "H", "H", "H", "H", "C", "N", "C", "C", "S", "N", "C", "C", "H", "H", "H", "H", "H", "H", "H", "H", "H", "H", "H", "H", "O", "C", "O", "C", "C", "C", "C", "C", "C", "N", "O", "O", "N", "O", "O", "H", "H", "H", "O", "C", "C", "C", "C", "C", "C", "C", "O", "O", "H", "H", "H", "H", "H"], "xyz": [[-1.391, -1.437, 0.786], [-1.279, 0.298, -2.697], [-0.531, 1.797, -1.837], [0.278, 2.774, -3.254], [-1.940, 2.895, -1.240], [0.430, 1.290, -0.551], [1.679, 1.527, -0.179], [2.654, 2.328, -0.858], [3.947, 2.511, -0.398], [4.388, 1.936, 0.789], [3.478, 1.150, 1.499], [2.205, 0.962, 1.023], [1.371, 0.159, 1.747], [-1.925, 0.605, -3.527], [-1.878, -0.331, -2.034], [-0.485, -0.333, -3.105], [-0.454, 2.959, -4.046], [1.115, 2.226, -3.696], [0.650, 3.745, -2.913], [-2.694, 3.040, -2.019], [-1.563, 3.882, -0.957], [-2.438, 2.475, -0.363], [2.360, 2.799, -1.785], [4.624, 3.126, -0.983], [5.395, 2.085, 1.157], [3.759, 0.684, 2.436], [5.120, -5.289, 2.088], [5.336, -4.502, 3.385], [4.010, -3.436, 3.967], [3.885, -2.162, 2.694], [3.255, -2.527, 1.348], [1.622, -3.262, 1.566], [1.635, -4.682, 0.445], [2.874, -5.562, 0.389], [3.555, -6.202, 1.954], [5.940, -6.005, 1.999], [5.194, -4.624, 1.230], [6.261, -3.926, 3.285], [5.486, -5.199, 4.213], [4.865, -1.703, 2.535], [3.255, -1.410, 3.175], [3.886, -3.213, 0.791], [3.180, -1.610, 0.761], [1.411, -4.366, -0.577], [0.776, -5.268, 0.777], [3.688, -5.063, -0.135], [2.621, -6.428, -0.223], [1.236, 4.549, 6.094], [1.337, 4.210, 4.690], [1.840, 2.864, 4.436], [0.534, 4.843, 3.781], [-0.731, 5.847, 4.246], [0.829, 4.598, 2.484], [-0.129, 4.863, 1.431], [2.208, 4.505, 2.019], [2.141, 4.198, 6.593], [0.363, 4.078, 6.559], [1.140, 5.625, 6.212], [1.397, 2.171, 5.157], [2.929, 2.815, 4.525], [1.575, 2.531, 3.437], [-1.131, 4.614, 1.768], [0.130, 4.223, 0.586], [-0.116, 5.913, 1.119], [2.895, 4.591, 2.855], [2.400, 5.334, 1.330], [2.399, 3.576, 1.486], [0.814, -3.975, -2.644], [-0.320, -3.577, -2.322], [-0.841, -3.493, -1.190], [-1.210, -3.121, -3.497], [-0.644, -2.966, -4.755], [-1.425, -2.492, -5.793], [-2.762, -2.175, -5.638], [-3.299, -2.370, -4.382], [-2.553, -2.831, -3.310], [-4.733, -2.071, -4.193], [-5.325, -1.538, -5.116], [-5.235, -2.370, -3.134], [-0.823, -2.319, -7.128], [-1.533, -1.897, -8.023], [0.346, -2.616, -7.267], [0.400, -3.207, -4.886], [-3.358, -1.800, -6.453], [-2.996, -2.954, -2.331], [-7.326, -0.438, 1.847], [-6.628, 0.017, 0.758], [-7.290, 0.632, -0.298], [-6.585, 1.104, -1.398], [-5.207, 0.977, -1.431], [-4.563, 0.378, -0.356], [-5.242, -0.127, 0.742], [-4.437, -0.859, 1.823], [-4.756, -2.039, 2.035], [-3.461, -0.219, 2.295], [-8.258, -0.258, 1.696], [-8.371, 0.738, -0.258], [-7.116, 1.566, -2.221], [-4.634, 1.339, -2.275], [-3.482, 0.302, -0.364]], "e_lumo_ev": 3.157, "energy_ha": -4275.81187, "relative_energy_kj_mol": 79.7, "homo_lumo_gap_ev": 5.51, "total_charge": -2}